1.
Formula: C3H3Cl2NO3
Source: OMol25
Level of theory: ωB97M-V/def2-TZVPD

As for the molecular weight: 172.0 g/mol. The calculation puts the lowest unoccupied orbital energy at -0.0179 hartree. The value obtained for the highest occupied orbital energy is -10.1 eV. The calculation puts the energy above the lowest of the compared OMol25 structures with the same formula, charge and spin at 286.5 kJ/mol. Its spin multiplicity is 1. For the HOMO-LUMO gap, the calculation gives 9.62 eV.

Geometry as XYZ:
```
12
Properties=species:S:1:pos:R:3:lowdin_charge:R:1
C -1.04 0.46 -0.40 -0.3519
C -0.67 1.30 0.72 -0.0029
C 0.43 -0.71 -0.82 -1.0534
N 1.06 -1.28 0.36 -0.4896
O 0.79 -2.33 0.83 0.0748
O -1.86 0.32 -1.21 0.1357
O 1.89 -0.48 0.86 -0.0399
Cl -0.29 -2.06 -1.72 0.6981
Cl 1.58 0.33 -1.58 0.7434
H 0.27 1.70 0.57 0.0608
H -1.44 2.10 0.83 0.1292
H -0.70 0.65 1.55 0.0958
```


2.
Formula: C22H43N9O2
Source: OMol25
Level of theory: ωB97M-V/def2-TZVPD

As for the molecular weight: 465.6 g/mol. The calculation puts the lowest unoccupied orbital energy at 0.0075 hartree. The value obtained for the highest occupied orbital energy is -9.8 eV. The structure (SMILES) is NC(N)=O.NC(N)=O.CCCC#N.CCCC#N.CCCC#N.CCCC#N.CCCC#N. Its spin multiplicity is 1. For the HOMO-LUMO gap, the calculation gives 10.01 eV.

Geometry as XYZ:
```
76
Properties=species:S:1:pos:R:3:lowdin_charge:R:1
N -3.68 -3.21 -1.16 0.1663
C -3.85 -2.17 -0.36 -0.7041
N -5.10 -1.86 -0.33 0.1641
O -2.91 -1.56 0.26 -0.0477
H -2.74 -3.55 -1.27 0.0663
H -4.48 -3.53 -1.69 0.1134
H -5.78 -2.47 -0.76 0.1172
H -5.38 -1.15 0.33 0.1281
N 0.13 -0.27 0.11 0.1749
C 0.05 1.02 0.37 -0.7293
N -1.22 1.29 0.58 0.1821
O 1.04 1.78 0.36 -0.0070
H -0.66 -0.89 0.18 0.0796
H 1.10 -0.52 -0.05 0.0758
H -1.29 2.28 0.80 0.0335
H -1.94 0.59 0.63 0.0900
C 0.89 0.17 -5.24 -0.0826
C -0.04 -0.90 -4.58 -0.2354
C 0.56 -1.24 -3.25 -0.2097
C -0.10 -2.45 -2.72 -0.1952
N -0.64 -3.41 -2.28 0.1433
H 1.91 -0.21 -5.29 0.0748
H 0.99 1.08 -4.65 0.0510
H 0.55 0.50 -6.22 0.0747
H -0.05 -1.84 -5.14 0.1145
H -1.02 -0.42 -4.50 0.0913
H 0.42 -0.42 -2.55 0.1027
H 1.57 -1.64 -3.22 0.1201
C 2.35 -5.22 2.36 -0.0971
C 1.15 -5.16 1.44 -0.2684
C 0.86 -3.72 1.00 -0.2069
C 1.82 -3.10 0.15 -0.2349
N 2.53 -2.49 -0.58 0.1689
H 3.13 -4.92 1.67 0.0730
H 2.55 -6.22 2.74 0.0802
H 2.17 -4.40 3.05 0.0728
H 0.29 -5.64 1.91 0.1092
H 1.36 -5.74 0.54 0.1113
H 0.73 -3.14 1.92 0.1205
H -0.12 -3.73 0.53 0.1052
C -3.48 2.46 -2.71 -0.0968
C -2.18 1.85 -3.26 -0.2627
C -0.87 2.67 -2.97 -0.1484
C -0.88 3.92 -3.80 -0.2104
N -0.83 4.88 -4.44 0.1357
H -3.59 2.18 -1.66 0.0622
H -4.29 2.16 -3.38 0.0735
H -3.50 3.55 -2.58 0.0746
H -2.22 1.92 -4.35 0.0914
H -2.17 0.78 -3.05 0.0889
H 0.00 2.05 -3.21 0.0786
H -1.08 2.83 -1.91 0.0948
C -1.33 2.42 4.39 -0.1003
C -0.68 3.81 4.49 -0.2275
C 0.14 4.10 3.19 -0.1734
C -0.74 4.21 2.05 -0.2232
N -1.45 4.25 1.12 0.1584
H -1.52 1.93 5.35 0.0703
H -0.78 1.80 3.68 0.0663
H -2.35 2.52 4.01 0.0708
H 0.06 3.77 5.28 0.0993
H -1.30 4.66 4.76 0.1103
H 0.92 3.38 2.99 0.1104
H 0.62 5.08 3.16 0.1239
C 3.43 -1.00 2.97 -0.0908
C 4.37 0.20 2.55 -0.2257
C 3.55 1.35 1.84 -0.1902
C 4.45 2.47 1.48 -0.2293
N 5.12 3.33 1.23 0.1377
H 3.10 -1.55 2.09 0.0338
H 2.43 -0.69 3.29 0.0618
H 4.04 -1.54 3.69 0.0700
H 5.13 -0.23 1.89 0.1037
H 4.93 0.70 3.35 0.0960
H 2.62 1.55 2.36 0.0900
H 3.19 0.77 0.99 0.0893
```


3.
Formula: C25H34N4O4S
Source: OMol25
Level of theory: ωB97M-V/def2-TZVPD

As for the molecular weight: 486.6 g/mol. The calculation puts the lowest unoccupied orbital energy at 0.0061 hartree. The value obtained for the highest occupied orbital energy is -8.1 eV. The calculation puts the energy above the lowest of the compared OMol25 structures with the same formula, charge and spin at 2349.8 kJ/mol. Its spin multiplicity is 1. For the HOMO-LUMO gap, the calculation gives 8.31 eV.

Geometry as XYZ:
```
68
Properties=species:S:1:pos:R:3:lowdin_charge:R:1
C 0.89 3.33 -2.40 -0.1604
H 1.81 2.88 -1.92 0.0560
H 1.18 3.22 -3.57 0.1090
C -0.44 2.73 -2.08 -0.2678
H -0.49 1.51 -2.38 0.1565
C -0.81 2.96 -0.51 -0.1692
N -2.14 2.52 0.12 -0.2075
C -3.18 3.51 -0.58 -0.1180
H -3.13 3.84 -1.60 0.0923
C -3.25 4.68 0.43 -0.2970
C -3.57 4.54 1.91 -0.0929
H -3.66 5.32 2.42 -0.0360
H -4.42 3.61 1.89 0.1360
H -2.68 3.79 2.27 0.1107
H -4.13 5.32 -0.05 0.1391
H -2.45 5.29 0.49 0.0454
H -4.05 2.75 -0.32 0.1260
C -2.31 1.17 0.07 -0.2466
H -1.58 0.79 -0.83 0.1429
C -1.90 0.70 1.48 -0.0385
N -1.83 -0.80 1.22 0.1200
C -0.73 -1.34 1.39 -0.4762
O 0.46 -0.80 1.52 -0.0329
C -0.75 -2.90 1.10 -0.0043
N 0.35 -3.01 -0.30 -0.1546
S 0.69 -2.05 -1.29 0.2825
O -0.47 -1.31 -1.34 -0.2424
O 0.91 -2.69 -2.49 -0.2152
C 2.02 -1.28 -0.68 -0.2932
C 2.14 0.08 -0.52 -0.0462
C 3.29 0.85 -0.25 0.0783
C 4.40 -0.04 -0.14 -0.1623
C 4.45 -1.36 -0.22 -0.1770
C 3.22 -2.13 -0.65 0.1216
H 3.16 -3.13 -0.81 0.0678
C 5.76 -1.94 -0.04 -0.2680
C 6.55 -1.54 0.90 -0.1876
C 6.70 -0.03 1.17 -0.3404
O 7.68 0.60 1.24 0.1286
N 5.50 0.72 0.47 0.1761
H 5.74 1.52 0.52 -0.0203
H 7.36 -1.94 1.40 0.0990
H 5.89 -1.74 2.04 0.2279
H 5.48 -3.35 0.13 0.2310
H 6.19 -2.00 -1.08 0.1530
H 3.46 1.74 -0.04 0.0351
H 1.28 0.56 -0.69 0.0472
H 0.51 -4.27 -0.38 0.2749
C -2.02 -3.34 0.41 -0.2148
C -2.53 -3.49 -0.78 -0.1301
C -3.64 -3.94 -1.22 -0.0908
C -4.57 -4.27 -0.25 -0.0633
C -4.06 -4.13 1.04 -0.1789
C -2.92 -3.84 1.59 -0.0410
H -2.60 -3.73 2.65 0.1242
H -4.92 -4.35 2.12 0.1836
H -5.60 -4.72 -0.54 0.1453
H -4.01 -4.08 -2.16 0.0933
H -1.66 -3.20 -1.57 0.1699
H -0.24 -3.47 2.15 0.2272
H -2.54 -1.34 0.88 0.1037
H -2.54 0.94 2.22 0.0842
H -0.83 1.02 1.58 0.1303
H -3.48 0.96 -0.08 0.1543
H 0.03 2.43 0.08 0.1184
H -0.61 4.05 -0.34 0.1089
H -1.29 3.12 -2.59 0.0584
H 0.93 4.53 -2.22 0.1150
```


4.
Formula: C4H14O3
Source: OMol25
Level of theory: ωB97M-V/def2-TZVPD

As for the molecular weight: 110.2 g/mol. The calculation puts the lowest unoccupied orbital energy at 0.0244 hartree. The value obtained for the highest occupied orbital energy is -8.8 eV. The structure (SMILES) is C/C=C/C.O.O.O. The calculation puts the energy above the lowest of the compared OMol25 structures with the same formula, charge and spin at 172.7 kJ/mol. Its spin multiplicity is 1. For the HOMO-LUMO gap, the calculation gives 9.46 eV.

Geometry as XYZ:
```
21
Properties=species:S:1:pos:R:3:lowdin_charge:R:1
C 1.76 0.97 -0.69 -0.1380
C 1.45 -0.42 -0.92 -0.2216
C 0.31 -0.78 -1.46 -0.1937
C 0.05 -2.19 -1.91 -0.1063
H 2.33 1.04 0.28 0.0732
H 2.46 1.28 -1.49 0.0895
H 1.09 1.79 -0.56 0.0638
H 2.24 -1.14 -0.97 0.1036
H -0.49 -0.03 -1.63 0.1027
H 0.95 -2.81 -1.87 0.0709
H -0.26 -2.24 -2.96 0.0692
H -0.76 -2.65 -1.36 0.0649
O -1.85 1.47 2.06 -0.0708
H -2.53 2.01 2.51 0.0611
H -1.13 1.51 2.69 -0.0234
O 0.45 1.03 3.01 0.0036
H 0.78 1.09 2.10 0.0629
H 0.71 0.20 3.25 0.0141
O -2.26 -0.29 -0.22 -0.0483
H -2.11 0.07 0.57 -0.0954
H -3.19 0.11 -0.44 0.1178
```


5.
Formula: C33H44CsF3N2Si
Source: OMol25
Level of theory: ωB97M-V/def2-TZVPD

As for the molecular weight: 686.7 g/mol. The calculation puts the lowest unoccupied orbital energy at 0.1427 hartree. The value obtained for the highest occupied orbital energy is -1.0 eV. The calculation puts the energy above the lowest of the compared OMol25 structures with the same formula, charge and spin at 63.9 kJ/mol. Its spin multiplicity is 1. For the HOMO-LUMO gap, the calculation gives 4.86 eV. As for the total charge: -2.

Geometry as XYZ:
```
84
Properties=species:S:1:pos:R:3:lowdin_charge:R:1
Cs -1.71 -0.33 1.49 0.4899
F -6.34 -9.08 2.24 0.1072
C -5.05 -8.80 1.95 -0.5732
F -4.32 -9.23 3.00 0.1145
F -4.73 -9.62 0.91 0.1091
C -4.84 -7.36 1.63 -0.1626
C -3.66 -6.72 2.00 -0.0262
C -3.45 -5.39 1.66 -0.0268
C -4.41 -4.66 0.94 -0.2851
C -5.59 -5.34 0.57 -0.0376
C -5.80 -6.66 0.91 -0.0372
C -4.20 -3.30 0.59 -0.3020
C -4.04 -2.11 0.29 -0.2296
H -2.91 -7.25 2.57 0.1131
H -2.54 -4.89 1.96 0.1134
H -6.34 -4.79 0.02 0.1081
H -6.72 -7.15 0.62 0.1108
C 1.99 0.04 4.85 -0.3305
Si 0.68 -1.18 4.09 0.3559
C 0.27 -2.20 5.69 -0.3430
C 1.91 -2.43 3.26 -0.3317
H 2.61 -0.45 5.61 -0.0011
H 1.52 0.91 5.31 -0.0135
H 2.65 0.41 4.06 -0.0157
H 1.17 -2.60 6.17 -0.0035
H -0.40 -3.04 5.47 -0.0135
H -0.25 -1.57 6.42 -0.0124
H 2.70 -2.76 3.95 0.0004
H 2.40 -1.97 2.39 -0.0083
H 1.39 -3.32 2.90 -0.0106
C 3.63 2.70 1.31 -0.0576
C 3.55 2.23 -0.12 -0.3040
C 4.64 2.43 -0.98 -0.0723
C 4.58 1.90 -2.26 -0.3183
C 5.76 2.03 -3.19 -0.0799
C 3.45 1.22 -2.71 -0.0187
C 2.28 1.05 -1.89 -0.3411
C 2.44 1.57 -0.56 -0.0347
N 1.08 0.53 -2.20 0.0128
C 0.86 -0.53 -3.17 -0.6521
C 1.12 -1.88 -2.47 -0.0534
C 1.64 -0.52 -4.50 -0.0784
C -0.62 -0.48 -3.54 -0.0793
H 4.29 3.56 1.41 0.0650
H 4.02 1.91 1.96 0.0738
H 2.65 2.97 1.70 0.0714
H 5.53 2.95 -0.64 0.0913
H 6.42 2.85 -2.87 0.0608
H 5.44 2.23 -4.22 0.0645
H 6.36 1.11 -3.20 0.0705
H 3.45 0.89 -3.73 0.0664
H 1.62 1.38 0.13 0.0984
H 2.16 -1.95 -2.15 0.0782
H 0.89 -2.73 -3.12 0.0714
H 0.48 -1.92 -1.58 0.0739
H 2.68 -0.81 -4.38 0.0591
H 1.60 0.46 -4.98 0.0733
H 1.18 -1.25 -5.18 0.0678
H -1.24 -0.46 -2.63 0.0724
H -0.92 -1.36 -4.13 0.0740
H -0.84 0.41 -4.13 0.0665
C 0.45 3.49 -3.11 -0.0142
N -0.61 3.78 -2.12 -0.1723
C -1.80 2.91 -2.33 -0.0169
C -0.10 3.65 -0.70 -0.1146
C -0.91 4.51 0.23 -0.2998
C -0.25 5.60 0.81 -0.0900
C -0.94 6.45 1.66 -0.1415
C -2.28 6.19 1.91 -0.1464
C -2.91 5.10 1.31 -0.1841
C -2.27 4.20 0.44 -0.0728
H 0.03 3.58 -4.11 0.0930
H 0.79 2.46 -2.92 0.0645
H 1.27 4.19 -2.98 0.0999
H -0.91 4.75 -2.21 0.1697
H -1.42 1.89 -2.36 0.0719
H -2.26 3.18 -3.27 0.0949
H -2.47 3.06 -1.48 0.0491
H 0.95 3.94 -0.72 0.1122
H -0.14 2.58 -0.51 0.1059
H 0.81 5.78 0.62 0.0936
H -0.43 7.29 2.14 0.0806
H -2.84 6.83 2.59 0.0785
H -3.96 4.94 1.56 0.0586
```


6.
Formula: C3H7PS
Source: OMol25
Level of theory: ωB97M-V/def2-TZVPD

As for the molecular weight: 106.1 g/mol. The calculation puts the lowest unoccupied orbital energy (spin up / spin down) at -0.0768 / -0.0768 hartree. The value obtained for the highest occupied orbital energy (spin up / spin down) is -7.5 / -7.5 eV. The calculation puts the energy above the lowest of the compared OMol25 structures with the same formula, charge and spin at 529.5 kJ/mol. Its spin multiplicity is 1. For the HOMO-LUMO gap (spin up / spin down), the calculation gives 5.39 / 5.39 eV.

Geometry as XYZ:
```
12
Properties=species:S:1:pos:R:3:lowdin_charge:R:1
C 1.62 -0.18 0.23 -0.4996
C 1.77 -1.56 0.49 -0.2426
C -2.03 1.07 -0.28 -0.6844
P 1.82 1.41 0.23 0.8619
S -1.68 -0.54 0.35 0.3945
H 2.76 -2.14 0.19 0.1322
H 1.85 -1.83 1.49 0.0448
H 1.04 -2.31 0.00 0.1030
H -1.12 1.82 0.03 0.0113
H -2.78 1.61 0.20 -0.0342
H -2.36 1.16 -1.38 0.0460
H 0.47 1.79 0.60 -0.1329
```